# 1
The following is a DFT calculation (ωB97M-V/def2-TZVPD) of 2 unconnected molecules or ions with the total composition H4S4 in a non-equilibrium geometry.

Relative energy (zero: lowest compared OMol25 entry of this formula, charge and spin) (eV): 0.173
Total energy (Ha): -1595.12414
Spin multiplicity: 2
LUMO level (spin up / spin down) (eV): 2.63 / 2.62
Total charge: -1
Highest occupied orbital energy (spin up / spin down) (eV): -2.42 / -2.98

Geometry as XYZ:
```
8
H4S4, DFT ωB97M-V/def2-TZVPD
H 3.069 -2.468 1.584
S 1.153 -0.736 0.798
S 1.932 -2.476 2.288
H 0.074 0.005 0.340
S -2.051 2.421 -1.301
H -1.123 2.624 -0.348
H -0.925 0.284 -1.972
S -2.129 0.347 -1.389
```

Atom charges from the natural (NBO) analysis, given in e for atoms 1 to 5:
1. H 0.0999
2. S -0.6662
3. S -0.4839
4. H 0.0564
5. S -0.1834

# 2
The following is a DFT calculation (ωB97M-V/def2-TZVPD) of a single C5H14N2 molecule in a non-equilibrium geometry.

Relative energy (zero: lowest compared OMol25 entry of this formula, charge and spin) (eV): 2.161
Total energy (Ha): -308.34364
LUMO level (eV): 1.16
Structure (SMILES): CC(C)CNCN
Total charge: 0
Highest occupied orbital energy (eV): -8.81

Geometry as XYZ:
```
21
C5H14N2, DFT ωB97M-V/def2-TZVPD
N 0.406 1.220 -0.083
H -0.457 -2.685 0.130
H 0.887 -0.451 1.727
H -1.108 2.027 -1.298
H -0.682 -2.372 -1.655
H -1.271 2.863 1.538
H 1.269 -2.192 1.537
H 2.427 -1.047 0.934
H -2.429 2.932 0.313
C -0.546 2.277 -0.426
C 1.357 -1.186 1.010
H -0.865 -0.088 -1.391
C 0.757 -1.139 -0.482
C -0.252 -0.034 -0.381
H 0.740 -3.243 -0.948
C 0.034 -2.461 -0.751
H 0.160 3.093 -0.463
H 0.756 1.142 0.888
H -1.078 -0.265 0.478
H 1.529 -0.912 -1.319
N -1.632 2.523 0.640
```

Atom charges from the natural (NBO) analysis, given in e for atoms 1 to 5:
1. N -0.6564
2. H 0.2020
3. H 0.1929
4. H 0.1910
5. H 0.1982